# 1
DFT (wB97M-V/def2-TZVPD) results for 9 unconnected molecules or ions with the total composition C69H68BBrClN2O21 at a distorted geometry.

Results
E_HOMO: -0.4021 hartree
charge: +1
E_tot: -201852.08595 eV

Geometry (Å):
1 C -3.25 -2.28 4.82
2 C -2.97 -0.71 4.95
3 C -3.14 0.08 3.53
4 C -4.42 1.06 3.55
5 C -4.14 2.57 3.07
6 C -3.19 2.71 1.79
7 C -3.90 2.30 0.39
8 C -4.17 0.73 0.24
9 C -2.93 -0.20 -0.07
10 C -1.43 0.30 -0.21
11 C -1.14 1.28 -1.45
12 C -0.55 2.70 -0.94
13 O 0.85 2.91 -1.29
14 C 1.65 3.07 -0.12
15 C 1.91 1.90 0.96
16 O 2.19 4.19 0.09
17 C -3.28 -1.73 -0.24
18 Cl -1.95 -2.93 -0.66
19 C -4.75 -2.29 -0.07
20 C -4.95 -3.86 -0.27
21 C -4.26 -4.76 0.89
22 O -5.20 -5.33 1.82
23 C -3.32 -5.88 0.16
24 N -4.06 -7.16 -0.14
25 N -5.83 -1.34 0.21
26 Br -7.60 -1.97 0.43
27 C -5.60 0.10 0.35
28 B -6.94 1.03 0.62
29 O -8.00 1.18 -0.39
30 O -7.14 1.79 1.83
31 C -8.23 1.24 2.64
32 H -4.22 -2.50 4.24
33 H -3.42 -2.67 5.90
34 H -2.35 -2.88 4.42
35 H -3.63 -0.30 5.78
36 H -1.88 -0.56 5.30
37 H -3.38 -0.74 2.76
38 H -2.14 0.59 3.34
39 H -5.27 0.53 2.99
40 H -4.76 1.13 4.65
41 H -5.14 3.07 2.79
42 H -3.68 3.23 3.90
43 H -2.17 2.21 1.94
44 H -2.96 3.84 1.68
45 H -4.84 2.95 0.30
46 H -3.19 2.68 -0.44
47 H -1.14 0.82 0.78
48 H -0.67 -0.57 -0.30
49 H -0.32 0.82 -2.12
50 H -2.09 1.51 -2.06
51 H -1.21 3.55 -1.37
52 H -0.62 2.82 0.21
53 H 2.15 0.89 0.45
54 H 2.81 2.14 1.63
55 H 1.00 1.72 1.65
56 H -6.05 -4.19 -0.33
57 H -4.49 -4.11 -1.30
58 H -3.53 -4.07 1.46
59 H -4.65 -5.61 2.59
60 H -2.92 -5.52 -0.86
61 H -2.38 -6.13 0.78
62 H -4.02 -7.78 0.69
63 H -5.02 -6.97 -0.45
64 H -7.62 1.63 -1.17
65 H -7.82 0.89 3.66
66 H -8.78 0.39 2.11
67 H -8.95 2.11 2.90
68 C 1.15 -3.72 -2.48
69 C 1.61 -3.77 -1.23
70 C 3.05 -3.95 -0.94
71 O 3.47 -4.00 0.20
72 C 3.97 -4.06 -2.10
73 C 3.51 -4.01 -3.35
74 C 2.07 -3.83 -3.64
75 O 1.65 -3.78 -4.78
76 H 0.10 -3.59 -2.70
77 H 0.96 -3.69 -0.37
78 H 5.02 -4.19 -1.88
79 H 4.16 -4.09 -4.21
80 C -7.67 -5.80 3.49
81 C -7.73 -7.12 3.35
82 C -8.15 -8.00 4.47
83 O -8.20 -9.20 4.34
84 C -8.50 -7.34 5.75
85 C -8.45 -6.02 5.89
86 C -8.02 -5.15 4.77
87 O -7.97 -3.94 4.90
88 H -7.36 -5.15 2.69
89 H -7.47 -7.62 2.42
90 H -8.81 -8.00 6.55
91 H -8.70 -5.52 6.82
92 C 2.71 5.19 -3.61
93 C 3.12 5.93 -2.58
94 C 3.98 7.12 -2.79
95 O 4.36 7.79 -1.84
96 C 4.36 7.46 -4.17
97 C 3.94 6.72 -5.20
98 C 3.09 5.53 -5.00
99 O 2.70 4.86 -5.94
100 H 2.08 4.32 -3.48
101 H 2.86 5.69 -1.56
102 H 4.99 8.33 -4.30
103 H 4.21 6.95 -6.23
104 C -0.12 -11.15 0.51
105 C -1.12 -10.42 1.01
106 C -0.93 -9.00 1.37
107 O -1.83 -8.34 1.84
108 C 0.41 -8.42 1.15
109 C 1.41 -9.15 0.64
110 C 1.21 -10.57 0.28
111 O 2.12 -11.23 -0.19
112 H -0.25 -12.19 0.24
113 H -2.11 -10.84 1.19
114 H 0.54 -7.38 1.42
115 H 2.40 -8.74 0.47
116 C 7.90 4.56 -6.35
117 C 8.99 3.98 -5.84
118 C 9.89 4.71 -4.93
119 O 10.89 4.19 -4.47
120 C 9.54 6.11 -4.59
121 C 8.45 6.69 -5.10
122 C 7.55 5.96 -6.01
123 O 6.55 6.49 -6.47
124 H 7.23 4.04 -7.02
125 H 9.26 2.96 -6.07
126 H 10.21 6.63 -3.92
127 H 8.18 7.71 -4.87
128 C 8.53 11.12 -2.18
129 C 8.56 11.97 -1.16
130 C 7.92 11.64 0.13
131 O 7.95 12.41 1.07
132 C 7.24 10.33 0.24
133 C 7.20 9.48 -0.79
134 C 7.85 9.81 -2.08
135 O 7.81 9.04 -3.01
136 H 8.99 11.35 -3.14
137 H 9.06 12.93 -1.22
138 H 6.78 10.11 1.19
139 H 6.71 8.52 -0.73
140 C -1.94 -0.69 8.50
141 C -1.91 0.13 9.55
142 C -2.56 -0.24 10.83
143 O -2.54 0.51 11.78
144 C -3.24 -1.55 10.89
145 C -3.27 -2.37 9.84
146 C -2.62 -2.01 8.56
147 O -2.64 -2.76 7.60
148 H -1.47 -0.44 7.56
149 H -1.42 1.09 9.52
150 H -3.71 -1.81 11.83
151 H -3.76 -3.34 9.87
152 C 5.52 1.17 -9.77
153 C 6.21 2.24 -9.38
154 C 7.68 2.17 -9.18
155 O 8.31 3.14 -8.83
156 C 8.34 0.87 -9.43
157 C 7.64 -0.20 -9.82
158 C 6.18 -0.13 -10.02
159 O 5.54 -1.11 -10.37
160 H 4.44 1.20 -9.92
161 H 5.75 3.19 -9.19
162 H 9.41 0.83 -9.29
163 H 8.11 -1.16 -10.01

# 2
DFT (wB97M-V/def2-TZVPD) results for a molecular structure, C5H12NP at a distorted geometry.

Results
E_HOMO: -0.2950 hartree
E_tot: -16155.13652 eV
energy above the lowest of the compared OMol25 structures with the same formula, charge and spin: 279.28 kJ/mol

Geometry (Å):
1 C -0.32 0.65 -0.88
2 C 0.66 1.72 -1.16
3 C -2.56 -0.13 -0.53
4 C 1.76 -0.54 1.92
5 C 0.59 -1.03 -0.56
6 N -1.52 0.86 -0.79
7 P 0.48 -1.66 1.15
8 H 1.00 2.13 -0.19
9 H 0.03 2.33 -1.97
10 H 1.41 1.20 -1.67
11 H -3.20 -0.15 -1.30
12 H -2.88 0.39 0.40
13 H -2.12 -1.10 -0.31
14 H 2.71 -0.80 1.56
15 H 1.61 -0.85 3.02
16 H 1.32 0.48 1.76
17 H 0.17 -1.76 -1.22
18 H 1.54 -0.75 -1.03
19 H -0.66 -0.99 1.79

# 3
DFT (wB97M-V/def2-TZVPD) results for 2 unconnected molecules or ions with the total composition C3H8O at a distorted geometry.

Results
E_HOMO: -0.3634 hartree
E_tot: -5287.63275 eV
structure (SMILES): CC=O.C
energy above the lowest of the compared OMol25 structures with the same formula, charge and spin: 49.95 kJ/mol

Geometry (Å):
1 C 0.22 0.44 2.04
2 C 0.88 -0.56 1.16
3 O 1.45 -1.56 1.54
4 H -0.20 -0.04 2.93
5 H 0.96 1.15 2.41
6 H -0.55 0.98 1.48
7 H 0.91 -0.33 0.08
8 C -0.73 -0.02 -2.32
9 H -0.30 0.80 -2.90
10 H -1.72 -0.25 -2.71
11 H -0.08 -0.89 -2.41
12 H -0.84 0.30 -1.29

# 4
DFT (wB97M-V/def2-TZVPD) results for a gas-phase ion, C8H7O4 (charge -1) at a distorted geometry.

Results
E_HOMO: -0.0740 hartree
charge: -1
E_tot: -16594.59839 eV
energy above the lowest of the compared OMol25 structures with the same formula, charge and spin: 394.20 kJ/mol

Geometry (Å):
1 C 0.51 1.69 -0.13
2 C 0.27 1.01 0.98
3 C 0.53 1.25 -1.59
4 C -0.51 1.70 -2.19
5 C 1.61 0.41 -2.16
6 C 0.23 -1.59 0.47
7 C -0.22 -0.31 1.25
8 C -1.13 -1.15 0.40
9 O 1.64 0.09 -3.30
10 O -1.43 2.10 -2.71
11 O -0.27 -0.65 2.60
12 O -2.01 -2.01 1.27
13 H 0.51 2.77 -0.09
14 H 0.17 1.71 1.82
15 H 2.21 -0.11 -1.27
16 H 0.91 -1.51 -0.40
17 H 0.37 -2.49 1.13
18 H -0.61 -1.57 2.55
19 H -2.77 -1.34 1.37

# 5
DFT (wB97M-V/def2-TZVPD) results for a molecular structure, C20H31O3Ti at a distorted geometry.

Results
E_HOMO (spin up / spin down): -0.4110 / -0.4110 hartree
charge: +1
E_tot: -50492.05909 eV
energy above the lowest of the compared OMol25 structures with the same formula, charge and spin: 233.73 kJ/mol

Geometry (Å):
1 O -0.48 -0.67 -1.42
2 C -0.83 0.43 -2.37
3 C -0.60 -0.33 -3.65
4 H -0.15 1.29 -2.28
5 H -1.85 0.73 -2.19
6 C -0.22 -1.45 -2.70
7 H 0.24 0.07 -4.22
8 H -1.52 -0.53 -4.23
9 C 1.20 -1.88 -2.99
10 H 1.89 -1.03 -3.06
11 H 1.19 -2.40 -3.94
12 H 1.61 -2.55 -2.24
13 C -1.11 -2.65 -2.83
14 H -2.16 -2.38 -2.65
15 H -0.88 -3.45 -2.15
16 H -0.93 -3.08 -3.84
17 Ti -0.75 -0.91 0.98
18 C -2.71 -1.46 2.36
19 C -2.49 -0.07 2.60
20 C -2.56 0.63 1.36
21 H -2.36 0.36 3.59
22 C -2.83 -0.31 0.32
23 C -2.91 -1.63 0.95
24 H -3.29 -2.53 0.48
25 H -2.89 -2.22 3.13
26 H -2.38 1.73 1.21
27 H -3.03 -0.10 -0.71
28 C 0.71 -2.53 2.25
29 C -0.17 -3.21 1.35
30 C 0.18 -2.77 0.05
31 H -0.81 -4.06 1.61
32 C 1.16 -1.73 0.14
33 C 1.55 -1.63 1.51
34 H 2.41 -1.07 1.84
35 H 0.85 -2.72 3.29
36 H -0.11 -3.33 -0.82
37 H 1.46 -1.10 -0.69
38 O 1.72 2.28 0.84
39 C 1.32 2.60 -0.51
40 C 1.77 4.04 -0.83
41 H 0.23 2.51 -0.69
42 H 1.85 1.91 -1.23
43 C 2.37 4.55 0.49
44 H 0.92 4.70 -1.09
45 H 2.48 4.02 -1.65
46 C 1.89 3.55 1.51
47 H 2.15 5.60 0.78
48 H 3.46 4.38 0.45
49 H 0.95 3.84 1.99
50 H 2.67 3.36 2.27
51 C 0.36 0.67 3.59
52 O -0.09 0.15 2.34
53 H 1.36 0.21 3.75
54 H -0.33 0.44 4.43
55 H 0.47 1.77 3.51

# 6
DFT (wB97M-V/def2-TZVPD) results for a molecular structure, C43H32Cl5DyOP2 at a distorted geometry.

Results
E_HOMO (spin up / spin down): -0.4966 / -0.4964 hartree
charge: +2
⟨S²⟩: 9.349
E_tot: -152414.59742 eV
multiplicity: 6

Geometry (Å):
1 Dy -0.75 1.98 -0.46
2 P -1.70 -0.96 -0.92
3 C -0.53 0.34 1.23
4 O -0.61 -0.34 2.18
5 P 1.96 1.06 0.74
6 C -3.15 -1.50 0.06
7 C -1.24 -2.62 -1.58
8 C -2.56 -0.23 -2.37
9 C 2.28 2.83 0.34
10 C 2.34 1.00 2.52
11 C 3.41 0.27 -0.02
12 C -4.47 -1.18 -0.28
13 C -5.51 -1.52 0.59
14 C -5.24 -2.24 1.75
15 C -3.95 -2.72 2.00
16 C -2.90 -2.36 1.15
17 H -4.71 -0.68 -1.22
18 H -6.52 -1.22 0.35
19 H -6.05 -2.45 2.45
20 H -3.77 -3.36 2.87
21 H -1.90 -2.75 1.32
22 C -2.97 1.11 -2.20
23 C -3.41 1.80 -3.34
24 C -3.59 1.12 -4.55
25 C -3.35 -0.25 -4.65
26 C -2.77 -0.92 -3.57
27 H -3.09 1.54 -1.17
28 H -3.61 2.87 -3.24
29 H -3.97 1.66 -5.41
30 H -3.59 -0.80 -5.56
31 H -2.47 -1.97 -3.66
32 C -2.21 -3.63 -1.74
33 C -1.86 -4.87 -2.27
34 C -0.55 -5.11 -2.69
35 C 0.41 -4.10 -2.58
36 C 0.07 -2.85 -2.03
37 H -3.24 -3.45 -1.44
38 H -2.63 -5.63 -2.36
39 H -0.28 -6.08 -3.12
40 H 1.43 -4.28 -2.92
41 H 0.81 -2.05 -1.96
42 C 3.43 0.27 3.04
43 C 3.62 0.19 4.42
44 C 2.72 0.83 5.29
45 C 1.67 1.59 4.77
46 C 1.49 1.70 3.39
47 H 4.12 -0.23 2.36
48 H 4.46 -0.37 4.83
49 H 2.86 0.74 6.37
50 H 0.99 2.10 5.46
51 H 0.70 2.33 2.99
52 C 1.83 3.29 -0.93
53 C 1.80 4.67 -1.16
54 C 2.36 5.54 -0.22
55 C 2.96 5.06 0.94
56 C 2.94 3.70 1.23
57 H 1.62 2.57 -1.74
58 H 1.34 5.06 -2.08
59 H 2.32 6.61 -0.41
60 H 3.46 5.74 1.63
61 H 3.39 3.32 2.15
62 C 4.54 1.02 -0.35
63 C 5.66 0.39 -0.91
64 C 5.64 -0.98 -1.16
65 C 4.51 -1.74 -0.82
66 C 3.39 -1.12 -0.26
67 H 4.56 2.09 -0.17
68 H 6.55 0.98 -1.16
69 H 6.51 -1.48 -1.60
70 H 4.51 -2.82 -0.98
71 H 2.49 -1.69 -0.01
72 H -0.30 2.43 -2.90
73 H 0.12 1.77 -2.93
74 Cl -0.47 3.99 1.47
75 C -1.89 3.08 2.03
76 C -2.66 2.44 1.08
77 C -3.94 2.06 1.49
78 Cl -5.26 2.00 0.37
79 C -4.23 1.87 2.86
80 Cl -5.68 1.10 3.36
81 C -3.33 2.34 3.82
82 Cl -3.56 2.04 5.49
83 C -2.20 3.08 3.39
84 Cl -1.21 3.94 4.50

# 7
DFT (wB97M-V/def2-TZVPD) results for a molecular structure, C6H12F6O14S3Zn at a distorted geometry.

Results
E_HOMO: -0.0184 hartree
charge: -2
E_tot: -132310.43614 eV
energy above the lowest of the compared OMol25 structures with the same formula, charge and spin: 392.85 kJ/mol

Geometry (Å):
1 Zn 0.08 -0.14 0.08
2 S -0.97 2.82 -1.04
3 O -1.46 2.76 -2.39
4 O -1.98 3.46 -0.21
5 O -0.68 1.53 -0.52
6 O 0.31 3.55 -1.00
7 C 3.13 1.88 2.96
8 F 2.58 0.86 3.61
9 F 2.64 3.10 3.12
10 F 4.47 2.01 3.13
11 S 2.71 1.40 1.05
12 O 2.58 2.70 0.35
13 O 3.81 0.55 0.55
14 O 1.46 0.67 1.15
15 C -1.67 -3.24 -3.12
16 F -0.39 -3.41 -3.18
17 F -2.02 -3.29 -4.38
18 F -2.26 -4.24 -2.39
19 S -2.04 -1.47 -2.32
20 O -3.47 -1.35 -2.00
21 O -1.22 -1.28 -1.09
22 O -1.61 -0.55 -3.36
23 C 2.19 -1.23 -1.80
24 C 2.23 -2.08 -0.41
25 O 1.02 -1.84 0.31
26 O 1.42 0.00 -1.65
27 H 1.77 -1.86 -2.59
28 H 3.23 -1.07 -2.07
29 H 3.14 -1.93 0.17
30 H 2.24 -3.12 -0.72
31 H 0.81 -2.61 0.85
32 H 1.26 0.39 -2.51
33 C -2.35 0.04 1.62
34 C -2.76 1.21 2.59
35 O -1.90 2.22 2.50
36 O -1.05 -0.52 1.75
37 H -2.46 0.35 0.58
38 H -3.17 -0.63 1.87
39 H -2.67 0.80 3.59
40 H -3.77 1.61 2.48
41 H -2.17 2.76 1.76
42 H -1.01 -0.79 2.67

# 8
DFT (wB97M-V/def2-TZVPD) results for a molecular structure, C6H10O at a distorted geometry.

Results
E_HOMO: -0.3465 hartree
E_tot: -8429.12430 eV
energy above the lowest of the compared OMol25 structures with the same formula, charge and spin: 204.17 kJ/mol

Geometry (Å):
1 C 1.83 -0.68 0.04
2 C 0.82 0.44 0.22
3 C -0.08 1.25 -0.77
4 C -1.33 0.90 0.11
5 O -2.14 -0.09 -0.52
6 C -1.23 -1.11 -0.10
7 C -0.42 -0.17 0.82
8 H 1.58 -1.35 -0.80
9 H 1.66 -1.27 0.97
10 H 2.88 -0.39 -0.03
11 H 1.25 1.18 0.92
12 H 0.16 2.32 -0.84
13 H -0.19 0.83 -1.77
14 H -1.92 1.72 0.53
15 H -0.70 -1.56 -0.95
16 H -1.75 -1.89 0.46
17 H -0.21 -0.62 1.80

# 9
DFT (wB97M-V/def2-TZVPD) results for C4H12BrN3S2 in the gas phase at a distorted geometry.

Results
E_HOMO: -0.3060 hartree
E_tot: -100521.56559 eV
structure (SMILES): CSN(C)NN(CBr)SC
energy above the lowest of the compared OMol25 structures with the same formula, charge and spin: 29.16 kJ/mol

Geometry (Å):
1 C 2.85 -0.06 0.03
2 S 1.89 -1.08 -1.07
3 N 0.45 -1.17 -0.28
4 C 0.21 -2.30 0.59
5 N -0.87 -0.78 -0.94
6 N -1.30 0.40 -0.41
7 C -2.80 0.48 -0.87
8 Br -3.70 -0.87 0.06
9 S -0.28 1.79 -0.66
10 C 0.01 2.38 1.02
11 H 2.49 0.95 0.15
12 H 3.77 -0.02 -0.69
13 H 3.09 -0.48 1.00
14 H 0.32 -3.37 0.21
15 H 0.85 -2.28 1.43
16 H -0.74 -2.20 1.12
17 H -0.85 -0.86 -1.90
18 H -3.09 1.55 -0.63
19 H -2.91 0.19 -2.00
20 H -0.83 2.81 1.54
21 H 0.68 3.20 0.81
22 H 0.74 1.72 1.51

# 10
DFT (wB97M-V/def2-TZVPD) results for C3H8N4O in the gas phase at a distorted geometry.

Results
E_HOMO: -0.3191 hartree
E_tot: -11246.26809 eV
structure (SMILES): [H]/N=C(N)\C(CN)=N\O
energy above the lowest of the compared OMol25 structures with the same formula, charge and spin: 323.77 kJ/mol

Geometry (Å):
1 H -1.24 1.79 -0.08
2 N -0.75 1.87 0.75
3 C -0.22 0.78 1.09
4 N 0.14 0.39 2.32
5 C 0.15 -0.21 0.02
6 C -0.79 -0.92 -0.87
7 N -1.62 0.03 -1.65
8 N 1.41 -0.43 -0.02
9 O 1.79 -1.12 -1.18
10 H 0.43 -0.52 2.62
11 H 0.03 1.10 3.07
12 H -0.21 -1.63 -1.48
13 H -1.49 -1.60 -0.39
14 H -1.18 0.40 -2.48
15 H -2.50 -0.42 -1.98
16 H 2.76 -1.10 -0.99

# 11
DFT (wB97M-V/def2-TZVPD) results for C3H3NO in the gas phase at a distorted geometry.

Results
E_HOMO: -0.3797 hartree
E_tot: -6693.84370 eV
structure (SMILES): O=C1[C@H]2CN12
energy above the lowest of the compared OMol25 structures with the same formula, charge and spin: 255.52 kJ/mol

Geometry (Å):
1 O -2.40 -0.21 -0.23
2 C -1.26 -0.08 -0.06
3 C 0.03 -0.84 0.18
4 C 0.85 0.33 -0.30
5 N -0.31 0.81 0.37
6 H 0.36 -1.31 1.02
7 H 1.65 0.63 0.40
8 H 1.08 0.68 -1.37

# 12
DFT (wB97M-V/def2-TZVPD) results for a gas-phase ion, C6H8IN2 (charge +1) at a distorted geometry.

Results
E_HOMO: -0.4785 hartree
charge: +1
E_tot: -17423.76104 eV
structure (SMILES): Cn1cccc/c1=[NH+]/I
energy above the lowest of the compared OMol25 structures with the same formula, charge and spin: 37.06 kJ/mol

Geometry (Å):
1 C -0.72 -1.89 -0.14
2 N 0.08 -0.69 0.08
3 C 1.25 -0.67 0.65
4 C 1.96 0.55 0.84
5 C 1.48 1.71 0.32
6 C 0.15 1.70 -0.22
7 C -0.43 0.49 -0.39
8 N -1.96 0.31 -1.07
9 I -3.45 -0.13 0.32
10 H -1.07 -2.22 0.85
11 H -1.48 -1.71 -0.88
12 H -0.09 -2.65 -0.61
13 H 1.67 -1.68 0.80
14 H 2.81 0.40 1.44
15 H 2.11 2.70 0.27
16 H -0.12 2.49 -0.86
17 H -2.19 1.30 -1.39

# 13
DFT (wB97M-V/def2-TZVPD) results for a gas-phase ion, C4H7N2 (charge +1) at a distorted geometry.

Results
E_HOMO (spin up / spin down): -0.5634 / -0.5583 hartree
charge: +1
E_tot: -7226.97634 eV
energy above the lowest of the compared OMol25 structures with the same formula, charge and spin: 845.39 kJ/mol

Geometry (Å):
1 C 1.40 -0.22 -0.91
2 C 0.80 0.73 1.05
3 C -1.13 -0.64 -0.02
4 C 0.78 0.99 -0.44
5 N -1.79 0.57 -0.06
6 N 0.25 -0.33 0.20
7 H 0.96 -0.50 -1.93
8 H 2.29 -0.47 -0.45
9 H 1.71 0.60 1.56
10 H 0.15 1.26 1.63
11 H -1.60 -1.37 0.73
12 H -1.03 -1.23 -1.08
13 H -2.78 0.62 -0.27